# C35H32Cl2CrN8O9

A molecular structure, C35H32Cl2CrN8O9 (ωB97M-V/def2-TZVPD, OMol25).

```
87
Properties=species:S:1:pos:R:3
Cr 0.160 0.156 -0.042
N 4.298 0.147 2.589
C 5.066 0.333 1.503
N 6.410 0.411 1.691
N 4.616 0.462 0.264
C 3.307 0.398 0.167
N 2.155 0.341 0.072
H 4.662 0.437 3.481
H 3.304 0.309 2.467
H 6.806 -0.064 2.483
H 6.952 0.392 0.843
Cl 2.563 2.884 6.196
C 1.364 3.485 5.070
C 1.658 4.640 4.380
C 0.749 5.138 3.459
C -0.431 4.449 3.254
C -0.711 3.284 3.953
Cl -2.198 2.480 3.537
C 0.179 2.754 4.894
N 0.006 1.604 5.633
C -1.042 0.655 5.505
C -2.278 0.900 6.083
C -3.315 -0.001 5.919
C -3.104 -1.166 5.190
C -1.851 -1.431 4.662
C -0.798 -0.537 4.824
C 0.559 -0.826 4.238
C 0.795 -0.028 2.936
O 1.507 0.982 2.989
O 0.262 -0.535 1.913
H 2.603 5.133 4.561
H 0.969 6.030 2.891
H -1.150 4.786 2.521
H 0.884 1.221 5.954
H -2.422 1.825 6.626
H -4.286 0.210 6.346
H -3.911 -1.871 5.043
H -1.679 -2.339 4.098
H 0.620 -1.894 4.024
H 1.356 -0.557 4.936
C -2.609 -2.547 -0.500
C -2.688 -1.024 -0.539
C -3.765 -0.523 0.421
C -2.981 -0.545 -1.960
O -1.471 -0.510 -0.100
H -3.560 -2.997 -0.789
H -2.351 -2.873 0.509
H -1.836 -2.899 -1.185
H -4.755 -0.863 0.111
H -3.759 0.568 0.444
H -3.562 -0.883 1.430
H -3.934 -0.936 -2.322
H -2.189 -0.872 -2.630
H -3.012 0.545 -1.986
O 2.189 1.265 -2.665
C 1.067 0.830 -2.880
O 0.215 0.340 -2.078
C 0.567 0.858 -4.329
C -0.347 -0.084 -4.785
C -0.763 -0.033 -6.102
C -0.336 0.930 -6.991
C 0.563 1.855 -6.498
C 1.033 1.836 -5.199
N 1.042 2.912 -7.422
O 1.765 3.772 -6.962
O 0.676 2.849 -8.583
N -1.724 -1.054 -6.592
O -2.128 -0.941 -7.736
O -2.045 -1.937 -5.820
H -0.723 -0.840 -4.115
H -0.682 0.959 -8.012
H 1.758 2.557 -4.849
C -0.275 2.157 0.259
C 0.686 3.086 -0.341
C 1.837 3.466 0.366
C 2.746 4.354 -0.166
C 2.539 4.894 -1.437
C 1.410 4.517 -2.162
C 0.506 3.629 -1.619
C 3.465 5.851 -1.972
N 4.208 6.623 -2.388
H -1.283 2.281 -0.138
H -0.271 2.231 1.348
H 1.998 3.038 1.350
H 3.625 4.643 0.396
H 1.254 4.925 -3.152
H -0.367 3.334 -2.190
```

Kohn-Sham gap (alpha / beta) in eV: 6.47 / 6.22
Total charge: -1
M in u: 831.59
Max |F| in eV Å⁻¹: 1.23
Expectation value of S²: 0.78
Spin multiplicity: 2
Energy above the lowest of the compared OMol25 structures with the same formula, charge and spin in kcal per mole: 16.10